# 1
{"formula": "C2H2BrClO", "method": "wB97M-V/def2-TZVPD", "symbols": ["C", "C", "O", "Cl", "Br", "H", "H"], "coordinates": [[-1.247717, -0.976318, -0.610863], [0.630227, 0.741777, 0.714538], [-0.443858, -1.799989, -0.795896], [0.797326, 2.205887, -0.241630], [1.852764, -0.656525, 0.539267], [-2.010439, -0.696494, -1.228726], [0.421694, 1.181662, 1.623307]], "atomic_forces_ev_per_a": [[2.91, -0.23, 2.29], [0.30, 0.35, -2.14], [-0.24, -0.57, -0.31], [0.17, -0.65, -0.55], [0.03, 0.62, 0.29], [-2.67, 0.89, -2.00], [-0.50, -0.41, 2.41]], "lowdin_charge": [-0.049, -1.066, -0.038, 0.482, 0.696, 0.035, -0.061], "e_above_lowest_kj_mol": 398.3}

# 2
{"formula": "C29H80F3NO13", "method": "wB97M-V/def2-TZVPD", "symbols": ["C", "O", "C", "C", "N", "C", "C", "O", "C", "C", "F", "F", "F", "H", "H", "H", "H", "H", "H", "H", "H", "H", "H", "H", "H", "H", "H", "C", "C", "O", "H", "H", "H", "H", "H", "H", "C", "C", "O", "H", "H", "H", "H", "H", "H", "C", "C", "O", "H", "H", "H", "H", "H", "H", "C", "C", "O", "H", "H", "H", "H", "H", "H", "C", "C", "O", "H", "H", "H", "H", "H", "H", "C", "C", "O", "H", "H", "H", "H", "H", "H", "C", "C", "O", "H", "H", "H", "H", "H", "H", "C", "C", "O", "H", "H", "H", "H", "H", "H", "C", "C", "O", "H", "H", "H", "H", "H", "H", "C", "C", "O", "H", "H", "H", "H", "H", "H", "C", "C", "O", "H", "H", "H", "H", "H", "H"], "coordinates": [[-0.582492, 1.192280, 3.773383], [-1.132291, -0.137589, 3.468454], [-1.721051, -0.206802, 2.121932], [-0.672765, 0.052955, 0.888512], [-1.480594, 0.727507, -0.239978], [-0.026908, -1.301461, 0.226627], [1.568669, -1.485104, 0.575354], [2.240731, -2.035596, -0.612955], [3.685635, -2.223162, -0.377848], [4.526160, -0.781770, -0.414633], [3.699369, 0.117876, -1.298700], [5.840090, -1.102297, -1.036163], [4.653274, -0.222122, 0.974688], [-0.580675, 1.481440, 4.908490], [0.556869, 1.171396, 3.422345], [-1.123695, 2.046446, 3.159710], [-2.127180, -1.318788, 1.984206], [-2.681028, 0.492176, 1.998875], [0.213736, 0.777262, 1.131673], [-1.744211, 1.651886, 0.176126], [-2.342609, 0.138856, -0.398671], [-0.623533, -2.260899, 0.531536], [-0.097302, -1.223335, -0.960971], [2.031179, -0.427126, 0.812866], [1.678456, -2.141738, 1.545704], [4.119117, -2.912791, -1.231752], [3.869163, -2.749138, 0.656868], [7.284380, 0.455294, 4.382917], [6.409053, -0.774851, 4.503597], [5.039644, -0.402516, 4.454312], [7.067949, 1.162345, 5.190450], [8.343499, 0.185854, 4.423697], [7.089674, 0.978440, 3.440999], [6.590873, -1.282218, 5.455715], [6.610415, -1.480994, 3.692246], [4.886644, 0.039726, 3.601652], [0.207501, 1.460812, -4.140072], [0.397013, 0.769321, -2.805926], [0.170121, -0.625409, -2.945894], [-0.804829, 1.291022, -4.521166], [0.374456, 2.537712, -4.048386], [0.900296, 1.058915, -4.886608], [-0.311923, 1.158302, -2.068965], [1.410960, 0.923632, -2.424383], [0.810037, -0.962669, -3.596110], [4.124231, 2.649613, -7.162769], [3.248904, 1.419468, -7.042089], [1.879494, 1.791803, -7.091374], [3.907800, 3.356664, -6.355236], [5.183350, 2.380173, -7.121989], [3.929525, 3.172759, -8.104687], [3.430724, 0.912101, -6.089972], [3.450266, 0.713324, -7.853440], [1.726495, 2.234045, -7.944034], [1.624085, -5.167332, -4.239101], [2.654823, -4.058389, -4.196162], [2.060433, -2.862028, -3.714741], [0.785919, -4.888830, -4.886239], [2.065360, -6.095704, -4.612459], [1.209669, -5.349882, -3.242237], [3.050209, -3.864196, -5.197644], [3.490009, -4.323966, -3.540869], [1.719880, -3.042670, -2.821763], [-3.891017, 2.799372, -5.211632], [-2.928373, 3.847951, -4.694120], [-3.092502, 4.007661, -3.292728], [-4.925263, 3.085804, -4.994457], [-3.780339, 2.667431, -6.291603], [-3.717072, 1.837051, -4.719206], [-3.120052, 4.813045, -5.172514], [-1.891420, 3.562557, -4.895996], [-2.911984, 3.147302, -2.876541], [-3.494152, -4.505086, 0.926078], [-4.444919, -3.477697, 0.347688], [-3.719983, -2.337311, -0.088582], [-2.935998, -4.082064, 1.767737], [-4.037918, -5.388897, 1.271317], [-2.756631, -4.814639, 0.178386], [-5.166238, -3.154842, 1.104306], [-4.997429, -3.889053, -0.502603], [-3.088046, -2.633269, -0.766137], [-8.363801, 0.406619, -4.398066], [-7.196222, 1.328925, -4.681141], [-6.113506, 0.588105, -5.224517], [-8.070597, -0.381193, -3.696455], [-9.205462, 0.961680, -3.974386], [-8.695550, -0.091091, -5.315142], [-6.853768, 1.807256, -3.758680], [-7.477834, 2.111839, -5.391925], [-6.425398, 0.174126, -6.047537], [11.747435, 0.570779, 1.702843], [10.562997, 0.629282, 2.645021], [10.817971, -0.164278, 3.794628], [11.946118, -0.461948, 1.398091], [11.564974, 1.173973, 0.809055], [12.653560, 0.937003, 2.196422], [9.664634, 0.241966, 2.155185], [10.365978, 1.657192, 2.964487], [11.612646, 0.192909, 4.226978], [0.456480, 1.523849, 8.174603], [-0.294839, 0.341004, 8.749422], [-1.523298, 0.164814, 8.059357], [-0.142928, 2.436575, 8.255309], [1.404131, 1.676054, 8.698802], [0.662853, 1.371568, 7.110167], [-0.518333, 0.506907, 9.807503], [0.292721, -0.577898, 8.660721], [-1.313526, 0.009909, 7.122332], [-2.923163, 4.024663, 5.912816], [-2.366803, 4.712605, 4.683499], [-2.860753, 4.083483, 3.510229], [-2.644792, 2.965738, 5.920357], [-2.548292, 4.494993, 6.826192], [-4.017257, 4.066286, 5.918273], [-1.274621, 4.649480, 4.670757], [-2.651746, 5.768930, 4.662083], [-3.830807, 4.152270, 3.527001], [-8.488145, -2.371113, -0.041634], [-8.615871, -3.498886, 0.961277], [-7.395408, -3.659023, 1.669212], [-7.678350, -2.575617, -0.749650], [-9.419486, -2.237602, -0.599102], [-8.240829, -1.430920, 0.462027], [-8.841189, -4.440559, 0.451873], [-9.415090, -3.295789, 1.680635], [-7.208557, -2.820215, 2.124739]], "atomic_forces_ev_per_a": [[1.27, 0.73, -1.08], [-0.48, 1.51, -0.80], [-0.22, -0.97, -0.40], [-0.30, -0.24, -0.98], [-0.06, -0.34, 1.81], [0.46, -0.23, -0.62], [-1.11, 1.04, 0.73], [1.99, -0.10, 1.79], [-0.13, -0.13, 0.09], [-1.34, -1.10, -0.76], [3.57, -2.18, 3.13], [-3.85, 2.00, 2.25], [0.12, -1.17, -4.79], [-0.36, -1.00, -2.09], [-2.29, 0.27, 0.82], [0.90, -1.72, 1.34], [0.89, 2.39, 0.48], [2.23, -1.13, 0.44], [-1.82, -1.29, -0.16], [-0.23, -1.14, -0.70], [1.04, 1.04, 0.36], [1.13, 1.77, -0.33], [0.19, 0.03, 2.62], [-0.88, -2.00, -0.48], [0.13, 0.96, -2.00], [-0.96, 1.71, 1.65], [-0.22, 1.20, -1.89], [0.28, 0.07, 0.10], [0.02, 0.32, -0.24], [-0.41, 0.05, -0.19], [0.02, -0.16, -0.04], [-0.05, 0.07, -0.02], [0.05, -0.10, -0.02], [-0.21, 0.06, -0.12], [0.20, -0.08, 0.06], [0.07, -0.25, 0.45], [0.10, 0.01, -0.11], [-0.01, 0.31, -0.28], [0.02, -0.35, -0.22], [0.05, 0.03, 0.10], [0.03, -0.04, -0.08], [-0.05, 0.18, 0.03], [0.22, -0.36, -0.13], [0.07, 0.17, 0.03], [-0.24, -0.03, 0.30], [0.21, 0.12, 0.10], [0.00, 0.27, -0.23], [-0.31, 0.08, -0.26], [0.04, -0.17, -0.05], [-0.05, 0.09, -0.04], [0.09, -0.11, 0.00], [-0.22, 0.05, -0.11], [0.20, -0.09, 0.07], [0.05, -0.24, 0.48], [-0.09, -0.21, -0.13], [-0.30, -0.03, 0.16], [-0.02, 0.18, 0.22], [0.18, -0.01, 0.03], [-0.08, 0.02, 0.06], [0.12, -0.05, -0.04], [-0.06, 0.14, 0.18], [0.13, -0.16, -0.11], [0.13, 0.30, -0.26], [-0.04, 0.01, -0.09], [-0.05, -0.35, 0.01], [0.07, -0.06, 0.44], [0.18, 0.02, -0.08], [-0.05, -0.09, 0.07], [0.02, 0.06, -0.15], [0.04, -0.03, 0.26], [-0.01, 0.05, -0.21], [-0.07, 0.44, -0.23], [0.03, -0.16, 0.16], [0.22, -0.15, 0.05], [0.37, 0.34, -0.34], [-0.14, -0.03, -0.05], [0.09, 0.04, -0.03], [-0.10, -0.07, -0.01], [0.23, 0.03, -0.31], [-0.16, -0.11, 0.14], [-0.30, 0.20, 0.31], [-0.19, -0.06, 0.18], [-0.14, -0.26, -0.20], [0.12, -0.22, -0.32], [0.00, 0.17, -0.04], [0.00, -0.09, -0.06], [-0.05, 0.13, 0.03], [0.13, -0.11, -0.19], [-0.13, 0.14, 0.13], [0.20, 0.21, 0.46], [0.07, -0.03, -0.25], [0.36, 0.07, 0.00], [0.14, -0.06, 0.39], [-0.12, 0.14, 0.02], [0.09, -0.04, 0.06], [-0.09, 0.09, -0.06], [0.10, -0.04, 0.23], [-0.10, 0.08, -0.19], [-0.45, -0.22, -0.21], [0.14, 0.21, 0.07], [0.07, 0.06, -0.35], [-0.21, -0.11, -0.28], [0.06, -0.13, 0.09], [-0.03, 0.03, -0.12], [0.11, -0.07, 0.10], [-0.14, -0.08, -0.19], [0.15, 0.05, 0.16], [-0.15, 0.03, 0.46], [0.08, -0.09, 0.21], [-0.34, -0.07, 0.15], [-0.28, -0.07, -0.34], [0.04, 0.16, 0.01], [-0.09, -0.07, -0.02], [0.08, 0.10, 0.05], [-0.16, -0.04, -0.19], [0.15, 0.07, 0.14], [0.54, -0.06, -0.04], [-0.04, 0.07, -0.24], [0.05, 0.34, 0.02], [0.17, 0.05, 0.35], [-0.14, -0.04, 0.08], [0.08, 0.07, 0.03], [-0.13, -0.04, -0.02], [0.17, 0.05, 0.19], [-0.17, -0.05, -0.13], [-0.13, -0.45, -0.21]], "lowdin_charge": [-0.113, -0.251, -0.171, -0.297, -0.013, -0.099, -0.176, -0.206, -0.071, -0.173, 0.006, 0.004, -0.009, 0.080, 0.102, 0.100, 0.127, 0.140, 0.137, 0.082, 0.087, 0.111, 0.111, 0.125, 0.142, 0.148, 0.150, -0.090, -0.324, -0.094, 0.080, 0.055, 0.073, 0.114, 0.106, 0.069, -0.081, -0.321, -0.111, 0.071, 0.078, 0.055, 0.074, 0.102, 0.067, -0.097, -0.327, -0.099, 0.078, 0.073, 0.071, 0.112, 0.107, 0.090, -0.092, -0.318, -0.098, 0.079, 0.074, 0.074, 0.115, 0.102, 0.072, -0.098, -0.327, -0.089, 0.064, 0.079, 0.071, 0.112, 0.090, 0.081, -0.086, -0.323, -0.107, 0.073, 0.076, 0.072, 0.090, 0.111, 0.087, -0.096, -0.338, -0.098, 0.073, 0.074, 0.073, 0.115, 0.109, 0.092, -0.097, -0.342, -0.098, 0.078, 0.075, 0.073, 0.110, 0.110, 0.091, -0.095, -0.327, -0.092, 0.073, 0.074, 0.060, 0.113, 0.109, 0.079, -0.092, -0.329, -0.103, 0.066, 0.075, 0.074, 0.111, 0.107, 0.090, -0.095, -0.322, -0.104, 0.073, 0.074, 0.075, 0.114, 0.108, 0.089], "energy_ev": -67622.5115, "smiles": "COC[C@H](N)CCOCC(F)(F)F.CCO.CCO.CCO.CCO.CCO.CCO.CCO.CCO.CCO.CCO.CCO"}

# 3
{"formula": "C5H5F6P", "method": "wB97M-V/def2-TZVPD", "symbols": ["C", "C", "C", "C", "C", "F", "F", "F", "F", "F", "F", "P", "H", "H", "H", "H", "H"], "coordinates": [[0.865014, 1.030968, 0.365695], [-0.602787, 1.485321, 0.432011], [-1.366582, 0.336665, -0.474882], [-0.818484, -0.963741, 0.072838], [0.986496, -0.489257, 0.640962], [-1.103463, 1.378556, 1.677636], [-2.677648, 0.444426, -0.438983], [-0.966440, 0.360082, -1.773936], [-0.789592, -1.918903, -0.868123], [-1.501326, -1.500401, 1.164175], [1.183165, -0.914548, 1.857602], [2.156146, -1.396900, -0.555467], [1.229554, 1.353592, -0.732313], [1.348544, 1.531614, 1.207951], [-0.942978, 2.358433, -0.046542], [1.725321, -0.742111, -1.661194], [1.275062, -2.353795, -0.867431]], "atomic_forces_ev_per_a": [[0.00, 1.05, -0.76], [-0.68, -3.60, -2.44], [1.84, 0.45, 1.63], [2.29, -1.17, 2.39], [-3.47, -0.44, -5.08], [-0.23, 0.10, 0.86], [-1.03, 0.17, 0.12], [0.09, 0.72, 0.02], [-0.28, 0.01, 0.13], [0.76, 1.12, -1.40], [0.03, 0.09, 1.94], [1.26, 0.90, 1.70], [-0.33, -0.84, 2.79], [0.57, 0.37, -0.49], [0.33, 1.76, -0.21], [-0.26, 0.99, -1.09], [-0.88, -1.69, -0.09]], "lowdin_charge": [-0.099, -0.227, -0.437, -0.302, -0.567, 0.064, 0.166, 0.112, 0.066, 0.083, 0.041, 0.926, 0.164, 0.123, 0.140, -0.120, -0.133], "energy_ev": -30857.2313}

# 4
{"formula": "C15H26FeN6O5PS", "method": "wB97M-V/def2-TZVPD", "symbols": ["Fe", "N", "C", "S", "N", "N", "C", "C", "C", "C", "C", "C", "N", "H", "H", "H", "H", "H", "H", "H", "C", "O", "P", "O", "C", "O", "C", "H", "H", "H", "H", "H", "H", "H", "H", "H", "C", "C", "C", "N", "H", "H", "H", "H", "H", "N", "C", "C", "O", "O", "H", "H", "H", "H", "H"], "coordinates": [[1.042967, -1.019181, 0.182231], [2.673019, 2.344110, -2.109625], [2.075389, 1.500184, -1.267641], [2.365699, -0.208819, -1.542561], [1.360530, 2.020836, -0.295108], [0.792061, 1.084235, 0.488449], [0.094918, 1.444941, 1.499562], [-0.561193, 0.388388, 2.269774], [-1.336781, 0.656187, 3.387765], [-1.949023, -0.399149, 4.043653], [-1.769194, -1.689349, 3.565721], [-0.978992, -1.877400, 2.445632], [-0.392111, -0.864464, 1.807647], [3.232462, 2.008175, -2.872927], [2.562405, 3.336224, -1.972383], [-0.019151, 2.492904, 1.758179], [-1.452737, 1.675149, 3.731325], [-2.558353, -0.217543, 4.918750], [-2.228672, -2.539038, 4.049531], [-0.807128, -2.865451, 2.039673], [-1.515969, -1.468393, -3.927097], [-0.795616, -1.595390, -2.675984], [-0.954273, -0.537008, -1.504027], [-2.510817, -0.704631, -1.136894], [-3.116195, -0.114184, 0.027142], [-0.828578, 0.850260, -2.270587], [-1.596424, 2.043326, -2.046477], [-1.209458, -2.311611, -4.537655], [-1.242972, -0.537437, -4.416953], [-2.588687, -1.500905, -3.745160], [-4.130078, 0.164118, -0.247430], [-2.580292, 0.775882, 0.356447], [-3.144502, -0.849450, 0.833896], [-1.394607, 2.701326, -2.886355], [-1.276199, 2.527673, -1.124071], [-2.661796, 1.817589, -2.022253], [-2.052285, -4.908784, -1.678153], [-0.534268, -5.061320, -1.512043], [0.041837, -3.921576, -0.813459], [0.469565, -3.012093, -0.263314], [-2.433065, -5.760062, -2.237179], [-2.293005, -3.994632, -2.215878], [-2.549057, -4.883850, -0.709860], [-0.024435, -5.135690, -2.474381], [-0.281418, -5.956973, -0.941553], [5.574535, -2.651189, 1.761815], [4.582622, -1.682272, 2.334585], [3.350580, -1.754619, 1.430390], [3.368230, -2.569762, 0.499743], [2.403626, -0.965198, 1.708023], [6.412708, -2.195222, 1.403584], [5.047910, -3.081098, 0.963187], [5.862043, -3.371904, 2.421918], [4.997863, -0.678304, 2.340400], [4.329416, -1.966556, 3.352447]], "atomic_forces_ev_per_a": [[-0.32, 0.20, -0.15], [-0.05, 0.01, -0.01], [0.14, 0.02, 0.03], [-0.01, -0.03, -0.02], [-0.06, -0.03, 0.07], [0.02, 0.01, -0.04], [-0.03, -0.02, 0.02], [0.03, 0.02, 0.00], [0.01, 0.02, -0.03], [-0.01, -0.02, 0.01], [0.00, 0.00, -0.01], [0.00, 0.05, 0.04], [0.01, 0.00, -0.02], [-0.01, 0.00, 0.00], [0.00, 0.00, 0.00], [0.00, 0.00, 0.00], [0.00, 0.00, 0.00], [0.00, 0.00, 0.00], [0.00, 0.00, 0.01], [0.01, -0.01, 0.00], [-0.02, 0.00, 0.00], [-0.02, 0.08, 0.14], [0.03, -0.30, -0.03], [0.07, 0.09, -0.05], [-0.01, -0.10, 0.03], [-0.02, 0.05, -0.04], [-0.06, 0.02, -0.01], [-0.01, 0.00, -0.01], [0.01, 0.00, 0.00], [0.00, -0.01, -0.01], [0.00, 0.00, 0.01], [0.01, 0.02, -0.01], [0.00, 0.08, -0.07], [0.02, -0.01, 0.01], [0.00, 0.01, 0.01], [0.02, -0.02, 0.03], [0.05, 0.01, 0.02], [-0.03, -0.01, 0.03], [0.06, -0.06, 0.00], [0.02, 0.14, 0.06], [-0.01, 0.01, -0.01], [-0.01, 0.01, -0.03], [0.00, -0.01, 0.00], [-0.01, 0.02, -0.01], [0.01, 0.00, -0.01], [-0.01, 0.01, -0.02], [0.01, 0.00, -0.02], [-0.04, -0.14, -0.10], [0.16, 0.06, 0.14], [0.04, -0.16, 0.01], [0.00, 0.00, 0.01], [-0.01, 0.00, 0.01], [0.00, -0.01, 0.00], [0.00, 0.00, 0.00], [0.00, 0.00, 0.00]], "mulliken_spin": [4.213, 0.009, -0.020, 0.295, 0.022, 0.068, 0.002, 0.003, 0.006, -0.003, 0.005, 0.002, 0.069, 0.000, -0.002, 0.007, 0.000, 0.000, 0.001, -0.003, 0.005, 0.003, 0.110, 0.027, 0.005, 0.012, -0.001, 0.000, 0.000, 0.000, 0.001, -0.004, 0.001, 0.000, 0.000, 0.000, 0.002, 0.000, 0.027, 0.036, 0.000, 0.000, 0.000, 0.001, 0.001, 0.001, 0.006, 0.003, 0.017, 0.076, 0.001, -0.001, 0.000, -0.001, 0.000], "total_charge": 2, "multiplicity": 6, "e_above_lowest_kj_mol": 0.0}